a:
Entry from the Open Molecules 2025 dataset: a structure of composition C5H10N2O (ωB97M-V/def2-TZVPD).

Properties
* lowest unoccupied orbital energy: 0.77 eV
* E_HOMO: -7.72 eV
* gap between HOMO and LUMO: 0.312 Ha
* multiplicity: 1

```
18
Properties=species:S:1:pos:R:3:nbo_charge:R:1
C -0.147 1.476 0.434 -0.241
C 0.545 1.831 -0.835 -0.659
C -0.516 -1.377 -1.106 -0.710
C -0.800 -1.087 0.332 0.490
C 0.022 0.385 1.257 -0.097
O 1.916 -0.563 0.316 -0.591
N 0.807 -0.763 1.171 -0.188
N -1.815 -1.538 0.913 -0.675
H 2.543 -1.242 0.596 0.484
H -0.869 2.197 0.798 0.205
H -1.994 -1.203 1.859 0.361
H -0.491 0.410 2.213 0.225
H -0.179 1.911 -1.657 0.209
H 1.307 1.113 -1.119 0.235
H 0.997 2.824 -0.745 0.221
H -0.834 -0.548 -1.742 0.237
H -1.032 -2.294 -1.382 0.254
H 0.541 -1.529 -1.302 0.241
```



b:
Entry from the Open Molecules 2025 dataset: a structure of composition C5H10N2O (ωB97M-V/def2-TZVPD).

Properties
* lowest unoccupied orbital energy: 0.00 eV
* E_HOMO: -8.44 eV
* gap between HOMO and LUMO: 0.310 Ha
* multiplicity: 1

```
18
Properties=species:S:1:pos:R:3:nbo_charge:R:1
C -2.065 -0.556 0.483 -0.396
C 0.303 -1.599 -0.224 -0.440
C 0.124 0.826 -0.366 0.460
C -0.262 2.224 -0.041 -0.674
C 2.370 -0.328 -0.347 0.419
H -2.005 0.357 0.998 0.198
H -3.023 -0.520 -0.180 0.231
H -1.934 -1.438 1.271 0.230
H 0.717 -1.708 0.792 0.240
H 1.041 -1.643 -1.094 0.251
H -0.334 -2.660 -0.403 0.210
H 0.690 3.371 0.346 0.325
H -1.092 2.546 -0.878 0.254
H -1.105 2.020 1.089 0.230
H 2.838 -1.154 -1.624 0.172
N -0.629 -0.431 -0.231 -0.432
N 1.475 0.621 -0.777 -0.590
O 2.891 0.070 1.184 -0.687
```



Pick a: it beats the second-best structure by 7.476 eV.



a:
Entry from the Open Molecules 2025 dataset: a structure of composition C5H10N2O (ωB97M-V/def2-TZVPD).

Properties
* lowest unoccupied orbital energy: 0.82 eV
* E_HOMO: -7.60 eV
* gap between HOMO and LUMO: 0.310 Ha
* multiplicity: 1

```
18
Properties=species:S:1:pos:R:3:nbo_charge:R:1
C 0.076 -1.332 0.274 -0.012
C -1.185 0.566 0.961 -0.196
C -0.599 -1.790 -0.999 -0.638
N -0.773 -0.741 1.217 -0.615
C 1.116 0.162 -0.208 0.176
C 0.481 1.223 0.095 0.011
N 0.535 2.601 -0.066 -0.845
O 2.296 -0.285 -0.714 -0.691
H 2.912 0.459 -0.722 0.473
H -0.425 -0.852 2.160 0.376
H 0.740 -2.073 0.713 0.201
H -0.293 3.070 0.275 0.373
H 0.739 2.903 -1.015 0.367
H -1.424 1.151 1.842 0.197
H -1.912 0.645 0.157 0.185
H -1.401 -2.503 -0.788 0.211
H 0.140 -2.262 -1.649 0.220
H -1.024 -0.940 -1.532 0.210
```



b:
Entry from the Open Molecules 2025 dataset: an isolated molecule of C5H10N2O (ωB97M-V/def2-TZVPD).

Properties
* lowest unoccupied orbital energy: 0.85 eV
* E_HOMO: -8.14 eV
* gap between HOMO and LUMO: 0.331 Ha
* multiplicity: 1

```
18
Properties=species:S:1:pos:R:3:nbo_charge:R:1
N 1.183 -0.090 2.330 -0.793
C 0.731 -0.910 1.361 0.043
C 0.854 -0.357 -0.152 -0.094
N 0.469 -0.684 -1.580 -0.640
C -0.738 0.258 -1.824 -0.243
C -0.892 0.898 -0.252 0.118
O -2.317 1.107 -0.047 -0.718
C -0.374 -0.273 0.606 -0.433
H 2.314 0.007 2.668 0.353
H 1.046 0.857 1.960 0.358
H 0.956 -2.048 1.422 0.238
H 1.522 0.595 -0.063 0.148
H 1.287 -0.360 -2.101 0.352
H -1.762 -0.573 -1.722 0.160
H -0.554 0.856 -2.847 0.240
H -0.236 1.830 -0.038 0.211
H -2.707 0.177 -0.340 0.458
H -0.784 -1.290 0.619 0.243
```



c:
Entry from the Open Molecules 2025 dataset: a structure of composition C5H10N2O (ωB97M-V/def2-TZVPD).

Properties
* lowest unoccupied orbital energy: 0.94 eV
* E_HOMO: -7.82 eV
* gap between HOMO and LUMO: 0.322 Ha
* multiplicity: 1

```
18
Properties=species:S:1:pos:R:3:nbo_charge:R:1
C -0.755 0.142 -0.041 0.349
C 1.204 1.173 0.891 -0.428
N 0.554 0.386 -0.150 -0.480
C 0.489 1.513 -1.748 0.256
C -0.462 -1.275 1.413 -0.266
C -0.438 -2.563 1.091 -0.468
O -1.377 -0.523 -1.048 -0.690
N -0.187 1.433 -2.796 -0.620
H -0.702 -1.114 -1.428 0.482
H -1.430 0.862 0.423 0.164
H -0.963 0.763 -2.740 0.378
H 1.335 2.214 -1.685 0.165
H -0.520 -0.993 2.466 0.170
H 2.140 1.567 0.488 0.209
H 0.601 2.020 1.236 0.177
H 1.468 0.570 1.760 0.224
H -0.357 -2.827 0.036 0.173
H -0.602 -3.349 1.831 0.206
```



Pick a: it beats the second-best structure by 2.326 eV.



a:
Entry from the Open Molecules 2025 dataset: a structure of composition C48H40ClMoN2O9P2 (ωB97M-V/def2-TZVPD).

Properties
* lowest unoccupied orbital energy (spin up / spin down): -3.66 / -4.12 eV
* E_HOMO (spin up / spin down): -10.19 / -10.31 eV
* gap between HOMO and LUMO (spin up / spin down): 0.240 / 0.227 Ha
* multiplicity: 3
* net charge: +1

```
103
Properties=species:S:1:pos:R:3:lowdin_charge:R:1
Mo -0.710 -0.023 -0.314 1.705
O -4.143 2.460 -1.048 0.207
C -3.301 1.535 -0.658 -0.438
O -2.216 1.778 -0.146 -0.032
C -3.741 0.133 -0.763 -0.161
C -5.009 -0.342 -1.011 0.053
C -5.247 -1.703 -0.841 0.011
C -4.232 -2.521 -0.367 0.063
C -2.986 -1.961 -0.142 -0.126
N -2.749 -0.679 -0.394 0.044
C -1.820 -2.660 0.516 -0.550
O -1.888 -3.813 0.867 0.115
O -0.830 -1.840 0.724 -0.231
H -3.740 3.332 -0.899 0.165
H -5.795 0.341 -1.304 0.135
H -6.231 -2.105 -1.036 0.126
H -4.372 -3.571 -0.149 0.139
C -1.604 -1.326 -6.109 -0.069
O -1.003 -2.584 -5.855 -0.063
C -0.395 -2.755 -4.659 -0.266
C 0.249 -3.981 -4.464 0.011
C 0.885 -4.222 -3.267 -0.011
C 0.927 -3.264 -2.249 -0.093
C 1.698 -3.506 -0.999 -0.365
C 1.584 -4.868 -0.355 0.014
O 2.368 -2.640 -0.468 0.046
C 0.272 -2.049 -2.462 -0.252
O 0.286 -1.110 -1.484 -0.300
C -0.398 -1.797 -3.657 0.061
H -1.991 -1.377 -7.123 0.097
H -0.870 -0.519 -6.037 0.095
H -2.425 -1.132 -5.414 0.095
H 0.240 -4.713 -5.259 0.124
H 1.390 -5.167 -3.123 0.115
H 1.422 -5.671 -1.070 0.073
H 0.700 -4.838 0.291 0.088
H 2.459 -5.069 0.258 0.090
H -0.906 -0.852 -3.757 0.085
C 1.593 0.940 3.778 -0.092
N 1.000 0.586 2.483 -0.494
P 1.816 -0.248 1.218 1.042
C 2.598 -1.555 2.207 -0.345
C 1.838 -2.685 2.511 -0.112
C 2.351 -3.662 3.347 -0.067
C 3.630 -3.524 3.876 -0.070
C 4.390 -2.407 3.569 -0.065
C 3.875 -1.419 2.737 -0.082
C 3.160 0.851 0.721 -0.358
C 3.177 2.207 1.031 -0.091
C 4.184 3.021 0.530 -0.076
C 5.166 2.488 -0.291 -0.075
C 5.141 1.136 -0.617 -0.064
C 4.140 0.319 -0.119 -0.086
P -0.579 0.861 2.092 0.919
C -0.871 2.613 2.424 -0.340
C -1.496 3.054 3.589 -0.079
C -1.591 4.414 3.852 -0.064
C -1.055 5.332 2.961 -0.066
C -0.419 4.895 1.805 -0.063
C -0.325 3.540 1.534 -0.102
C -1.706 -0.067 3.147 -0.344
C -3.072 0.223 3.100 -0.109
C -3.978 -0.602 3.748 -0.069
C -3.524 -1.718 4.442 -0.063
C -2.169 -2.008 4.490 -0.050
C -1.259 -1.188 3.838 -0.074
H 2.676 0.870 3.704 0.079
H 1.256 0.266 4.567 0.084
H 1.327 1.964 4.045 0.084
H 0.855 -2.804 2.073 0.085
H 1.761 -4.541 3.573 0.110
H 4.035 -4.292 4.522 0.108
H 5.388 -2.300 3.974 0.109
H 4.479 -0.553 2.497 0.106
H 2.405 2.634 1.662 0.086
H 4.201 4.074 0.784 0.106
H 5.951 3.124 -0.678 0.107
H 5.902 0.719 -1.264 0.110
H 4.111 -0.733 -0.379 0.104
H -1.901 2.339 4.293 0.105
H -2.075 4.754 4.758 0.111
H -1.128 6.391 3.170 0.111
H 0.005 5.613 1.115 0.111
H 0.166 3.197 0.629 0.087
H -3.422 1.101 2.566 0.105
H -5.035 -0.371 3.719 0.109
H -4.232 -2.361 4.949 0.111
H -1.819 -2.879 5.026 0.115
H -0.203 -1.430 3.847 0.089
Cl 1.331 5.481 -6.617 0.700
C 0.802 4.389 -5.386 -0.659
C -0.324 3.608 -5.608 -0.088
C -0.743 2.731 -4.624 -0.008
C -0.042 2.642 -3.425 -0.132
C 1.086 3.430 -3.215 0.001
C 1.512 4.307 -4.196 -0.084
C -0.482 1.689 -2.383 -0.559
O -1.422 0.883 -2.561 -0.046
O 0.136 1.684 -1.252 -0.171
H -0.857 3.692 -6.545 0.110
H -1.613 2.106 -4.773 0.118
H 1.630 3.337 -2.284 0.118
H 2.390 4.921 -4.053 0.111
```



b:
Entry from the Open Molecules 2025 dataset: a structure of composition C48H40ClMoN2O9P2 (ωB97M-V/def2-TZVPD).

Properties
* lowest unoccupied orbital energy (spin up / spin down): -2.80 / -3.52 eV
* E_HOMO (spin up / spin down): -10.50 / -10.86 eV
* gap between HOMO and LUMO (spin up / spin down): 0.283 / 0.270 Ha
* multiplicity: 3
* net charge: +1

```
103
Properties=species:S:1:pos:R:3:lowdin_charge:R:1
Mo 0.316 0.709 -0.952 1.566
O 4.338 -1.485 -1.941 0.128
C 3.611 -0.362 -2.026 -0.484
O 3.878 0.674 -1.493 0.157
C 2.521 -0.474 -3.072 -0.171
C 2.894 -0.965 -4.308 0.027
C 2.045 -0.802 -5.396 0.007
C 0.868 -0.114 -5.200 0.038
C 0.544 0.296 -3.920 -0.152
N 1.323 0.087 -2.849 0.067
C -0.748 1.066 -3.708 -0.567
O -1.418 1.392 -4.652 0.119
O -1.007 1.337 -2.451 -0.246
H 5.058 -1.300 -1.314 0.148
H 3.859 -1.440 -4.409 0.132
H 2.321 -1.173 -6.375 0.126
H 0.171 0.124 -5.991 0.135
C -3.490 3.490 4.110 -0.046
O -2.681 4.543 3.584 -0.049
C -1.852 4.252 2.572 -0.260
C -1.116 5.351 2.073 0.013
C -0.280 5.149 1.022 -0.009
C -0.113 3.873 0.421 -0.096
C 0.720 3.752 -0.736 -0.317
C 1.434 4.943 -1.304 0.014
O 0.904 2.682 -1.365 -0.106
C -0.827 2.782 0.969 -0.286
O -0.725 1.546 0.528 -0.263
C -1.705 2.987 2.036 0.063
H -4.116 3.943 4.870 0.098
H -2.865 2.716 4.560 0.093
H -4.112 3.054 3.327 0.092
H -1.241 6.322 2.531 0.126
H 0.270 5.993 0.630 0.114
H 0.729 5.732 -1.564 0.100
H 1.980 4.636 -2.190 0.094
H 2.136 5.348 -0.572 0.103
H -2.245 2.128 2.407 0.111
C -2.025 -3.070 0.401 -0.105
N -1.237 -1.911 -0.009 -0.475
P 0.416 -1.530 0.373 0.996
C 1.109 -3.170 0.031 -0.319
C 1.033 -4.208 0.957 -0.089
C 1.525 -5.467 0.631 -0.060
C 2.092 -5.698 -0.613 -0.066
C 2.169 -4.666 -1.540 -0.060
C 1.683 -3.410 -1.214 -0.103
C 0.275 -1.328 2.193 -0.288
C -0.903 -0.800 2.720 -0.087
C -1.042 -0.619 4.090 -0.066
C -0.008 -0.967 4.949 -0.064
C 1.163 -1.508 4.434 -0.056
C 1.303 -1.685 3.066 -0.088
P -1.697 -0.695 -1.031 0.926
C -3.210 0.150 -0.473 -0.307
C -3.445 1.503 -0.722 -0.088
C -4.627 2.097 -0.305 -0.059
C -5.589 1.354 0.365 -0.070
C -5.369 0.006 0.609 -0.066
C -4.190 -0.594 0.185 -0.076
C -2.124 -1.484 -2.596 -0.315
C -1.412 -2.626 -2.975 -0.082
C -1.690 -3.249 -4.183 -0.065
C -2.672 -2.729 -5.018 -0.061
C -3.372 -1.587 -4.650 -0.052
C -3.102 -0.964 -3.441 -0.070
H -1.383 -3.943 0.489 0.072
H -2.776 -3.300 -0.355 0.087
H -2.517 -2.912 1.363 0.083
H 0.613 -4.037 1.941 0.109
H 1.463 -6.269 1.357 0.112
H 2.476 -6.680 -0.861 0.110
H 2.619 -4.836 -2.511 0.111
H 1.746 -2.614 -1.941 0.081
H -1.714 -0.516 2.061 0.087
H -1.965 -0.212 4.484 0.104
H -0.115 -0.821 6.016 0.110
H 1.973 -1.790 5.096 0.112
H 2.217 -2.112 2.676 0.108
H -2.710 2.095 -1.246 0.096
H -4.793 3.147 -0.510 0.114
H -6.513 1.821 0.686 0.110
H -6.117 -0.588 1.120 0.110
H -4.056 -1.648 0.372 0.082
H -0.646 -3.031 -2.323 0.084
H -1.148 -4.141 -4.469 0.109
H -2.895 -3.218 -5.958 0.111
H -4.126 -1.176 -5.309 0.116
H -3.642 -0.067 -3.165 0.117
Cl 6.266 1.992 5.291 0.692
C 5.239 1.483 3.991 -0.656
C 5.463 0.250 3.394 -0.085
C 4.624 -0.162 2.373 -0.008
C 3.589 0.659 1.945 -0.133
C 3.385 1.897 2.543 0.010
C 4.209 2.314 3.576 -0.082
C 2.652 0.175 0.911 -0.579
O 2.608 -1.031 0.598 -0.094
O 1.862 1.035 0.387 -0.168
H 6.282 -0.372 3.731 0.110
H 4.766 -1.129 1.905 0.124
H 2.571 2.525 2.202 0.120
H 4.060 3.270 4.059 0.111
```



Pick b: it beats the second-best structure by 1.483 eV.